No. 1
C2H7NS | ωB97M-V with the def2-TZVPD basis set

Atoms and positions in Å:
S1 0.85419 0.39780 -1.68877
H1 -0.27205 0.57445 -2.38880
C1 0.39450 -0.12975 1.92786
C2 -1.44313 -0.63891 0.51409
N1 -0.52529 0.17920 0.82100
H2 -0.12024 -0.10132 2.87790
H3 1.20976 0.58776 1.93878
H4 0.82184 -1.12251 1.81478
H5 -1.62259 -1.54654 1.08373
H6 -1.99770 -0.49337 -0.41144
H7 0.12081 0.59878 -0.25952

Values from the calculation:
- Spin multiplicity: 2
- Strongest force on any atom: 1.97 eV/A
- Highest occupied orbital energy (alpha / beta): -15.65 / -15.39 eV
- Calculated total energy: -532.96846 Eh
- Charge: +1

Atom charges from the Mulliken analysis, given in e for atoms 1 to 4: S -0.04; H 0.27; C -0.88; C -0.19


No. 2
C2H7NS2 | ωB97M-V with the def2-TZVPD basis set

Atoms and positions in Å:
C1 -0.10210 -0.30051 -1.26772
N1 -0.97566 0.27724 -0.50704
C2 -1.17295 -0.32602 0.74145
S1 -1.79704 1.64240 -0.90803
H1 0.07057 -0.18751 -2.25206
H2 0.48124 -1.01705 -0.72459
H3 -1.94915 0.24389 1.20045
H4 -1.69188 -1.28655 0.52846
H5 -0.21913 -0.47932 1.38144
S2 2.86791 0.00688 0.61215
H6 2.45122 0.92680 1.51977
H7 2.03698 0.49975 -0.32430

Values from the calculation:
- Spin multiplicity: 1
- Strongest force on any atom: 3.79 eV/A
- Highest occupied orbital energy (alpha / beta): -8.06 / -8.06 eV
- Calculated total energy: -931.43813 Eh
- SMILES: C=[N+](C)[S-].S

Atom charges from the Mulliken analysis, given in e for atoms 1 to 4: C -0.76; N 0.09; C -0.78; S -0.30